(1)
12 unconnected molecules or ions with the total composition C5H29NO11 in a non-equilibrium geometry, computed with ωB97M-V with the def2-TZVPD basis set.

The energy relative to the best compared isomer or geometry (same formula, charge and spin) comes out at 46.31 kcal per mole. The max |F| is 0.1331 Eh/bohr. The multiplicity is 2. As for the charge: +1. The HOMO energy (spin up / spin down) is -13.732 / -13.729 eV. The value obtained for the HOMO-LUMO gap (spin up / spin down) is 0.3554 / 0.2233 Ha. The molecular weight comes out at 279.28 g/mol. As for the LUMO energy (spin up / spin down): -4.061 / -7.654 eV. Its total energy is -1089.9280 hartree.

```
46
C5H29NO11 ωB97M-V with the def2-TZVPD basis set
C -0.04660 0.18816 2.00858
C -1.01101 0.21932 0.99458
N -0.43888 0.87446 -0.15284
C 0.83691 1.33517 0.24773
C 0.94456 0.95536 1.57622
C 1.82490 2.08993 -0.56472
H -0.24982 -0.17481 3.02539
H -1.97691 -0.24788 1.00923
H -0.93546 0.98291 -1.01399
H 1.72226 1.21183 2.33204
H 2.85719 2.10040 -0.40600
H 1.61187 1.69827 -1.52031
H 1.55750 3.13082 -0.68600
H -2.18016 3.20446 -0.87882
H -3.40472 2.56878 -1.31381
O -2.48913 2.60052 -1.54395
H -3.96281 -2.58555 -0.42370
H -3.35135 -1.35518 0.04729
O -4.06423 -1.63215 -0.45160
H -0.27665 -0.21571 -3.07366
H -0.20120 -1.66236 -3.46281
O 0.27628 -1.02929 -2.87304
H 2.90518 -1.77043 1.19354
H 1.83655 -1.21833 1.90943
O 2.56913 -1.77605 2.12067
H -0.51827 1.48484 -4.16731
H -1.53783 1.76837 -2.95832
O -0.66795 1.48622 -3.28789
H -2.12699 -3.52568 1.09649
H -1.24269 -3.26584 -0.08735
O -2.18114 -3.48799 0.16515
H -1.24314 3.39313 1.68067
H -2.06322 2.20992 1.56425
O -2.04595 3.12271 1.23740
H 0.81833 -1.55434 0.39326
H 0.36232 -1.86917 -1.08154
O 0.81357 -2.25805 -0.29757
H 3.26813 0.22675 1.79680
H 4.31343 1.25215 1.38508
O 3.47315 1.08359 1.78461
H 2.78452 -0.36139 -1.74303
H 3.66791 0.43287 -2.49247
O 3.73330 -0.08465 -1.79536
H -1.72026 -2.50128 2.84240
H -0.65326 -3.54040 3.02289
O -1.58737 -3.50438 2.84236
```


(2)
2 unconnected molecules or ions with the total composition C2H5NO2P in a non-equilibrium geometry, computed with ωB97M-V with the def2-TZVPD basis set.

The energy relative to the best compared isomer or geometry (same formula, charge and spin) comes out at 36.32 kcal per mole. The max |F| is 0.0780 Eh/bohr. The multiplicity is 3. As for the charge: -1. The HOMO energy (spin up / spin down) is -2.586 / -3.401 eV. The value obtained for the HOMO-LUMO gap (spin up / spin down) is 0.2365 / 0.2658 Ha. The molecular weight comes out at 106.04 g/mol. As for the LUMO energy (spin up / spin down): 3.848 / 3.831 eV. Its total energy is -625.6692 hartree.

```
11
C2H5NO2P ωB97M-V with the def2-TZVPD basis set
C 0.42592 -0.25551 0.48826
C 0.57474 0.89731 -0.12424
N 3.65600 1.86204 -1.51779
O 5.20802 2.79620 -0.34028
O 2.94989 2.56711 -2.25044
P 5.41814 1.86660 -1.48734
H -0.36526 -0.75953 0.00830
H 0.71023 -0.53305 1.46376
H 1.42541 1.56121 -0.09577
H 0.08559 0.85814 -1.08280
H 5.49061 0.47381 -0.83268
```


(3)
2 unconnected molecules or ions with the total composition C2H7NO in a non-equilibrium geometry, computed with ωB97M-V with the def2-TZVPD basis set.

The energy relative to the best compared isomer or geometry (same formula, charge and spin) comes out at 36.23 kcal per mole. The max |F| is 0.1042 Eh/bohr. The multiplicity is 2. As for the charge: +1. The HOMO energy (spin up / spin down) is -14.132 / -14.107 eV. The value obtained for the HOMO-LUMO gap (spin up / spin down) is 0.3306 / 0.1881 Ha. The molecular weight comes out at 61.08 g/mol. As for the LUMO energy (spin up / spin down): -5.136 / -8.989 eV. Its total energy is -210.0202 hartree.

```
11
C2H7NO ωB97M-V with the def2-TZVPD basis set
N 2.44537 1.03513 0.20626
H 2.41540 0.21984 0.74684
H 3.18381 1.10825 -0.48494
H 2.57600 1.85719 0.85203
C -2.22277 -1.26856 0.19708
C -1.37892 -0.55595 -0.62137
O -1.00946 0.73798 -0.25295
H -2.42151 -2.29163 0.11411
H -2.65020 -0.96029 1.11237
H -0.87713 -0.89804 -1.46996
H -0.06058 1.01608 -0.39946
```


(4)
C15H29NO2P in the gas phase in a non-equilibrium geometry, computed with ωB97M-V with the def2-TZVPD basis set.

The max |F| is 0.1609 Eh/bohr. The multiplicity is 2. The HOMO energy (spin up / spin down) is -7.978 / -7.982 eV. The value obtained for the HOMO-LUMO gap (spin up / spin down) is 0.3046 / 0.2829 Ha. The molecular weight comes out at 286.38 g/mol. As for the LUMO energy (spin up / spin down): 0.310 / -0.285 eV. Its total energy is -1135.1630 hartree.

```
48
C15H29NO2P ωB97M-V with the def2-TZVPD basis set
C 0.31761 3.99246 -1.72960
C 0.91507 2.57957 -1.08212
P 0.14275 0.99865 -1.81621
C -1.71429 1.36127 -2.03713
C -2.54489 0.26930 -2.93621
C 0.49451 -0.56617 -0.77949
C 0.89326 -1.75018 -1.89432
C -0.39592 -2.34577 -2.70682
O -0.14583 -2.98943 -3.87989
C 1.86715 -0.41724 0.14915
C 1.59225 -0.38356 1.75870
C 2.66812 0.74072 2.37581
C 2.09248 -1.82931 2.37924
N 0.23230 0.06829 2.19743
O 0.07225 1.39914 2.21039
C -0.91630 -0.68803 1.60710
C -2.26814 0.27575 1.80794
C -1.28659 -2.06594 2.48255
C -0.77942 -1.15916 0.05476
H 0.33447 3.94948 -2.89857
H 0.88477 4.94144 -1.28128
H -0.79002 4.07765 -1.30012
H 0.82012 2.69948 0.07794
H 2.08490 2.61330 -1.31642
H -1.78495 2.39401 -2.63228
H -2.32151 1.52604 -1.04963
H -3.44286 0.74623 -3.52397
H -2.99759 -0.61305 -2.28988
H -1.80604 -0.16983 -3.74946
H 1.42379 -2.68197 -1.37571
H 1.62218 -1.26174 -2.68284
H -1.51708 -2.31890 -2.37270
H 2.55580 -1.37224 -0.05060
H 2.53866 0.50655 -0.17103
H 2.37620 1.01220 3.48352
H 3.75145 0.25590 2.31124
H 2.68018 1.71266 1.68389
H 1.59356 -2.71998 1.80494
H 3.27959 -1.90752 2.28697
H 1.78676 -1.82730 3.52064
H -2.27860 1.20731 1.10306
H -2.35908 0.66655 2.90777
H -3.19409 -0.43796 1.61401
H -0.55354 -2.94913 2.16030
H -1.02379 -1.85855 3.62508
H -2.40918 -2.37814 2.35635
H -1.82757 -0.95620 -0.46840
H -0.66287 -2.34665 0.06589
```


(5)
A molecular structure, C6H4Cl2N2O3RhYb in a non-equilibrium geometry, computed with ωB97M-V with the def2-TZVPD basis set.

The energy relative to the best compared isomer or geometry (same formula, charge and spin) comes out at 111.81 kcal per mole. The max |F| is 0.1883 Eh/bohr. The multiplicity is 6. As for the charge: +4. The HOMO energy (spin up / spin down) is -24.820 / -26.155 eV. The value obtained for the HOMO-LUMO gap (spin up / spin down) is 0.3414 / 0.1893 Ha. The molecular weight comes out at 498.96 g/mol. As for the LUMO energy (spin up / spin down): -15.531 / -21.005 eV. Its total energy is -2753.9411 hartree.

```
19
C6H4Cl2N2O3RhYb ωB97M-V with the def2-TZVPD basis set
Yb 2.08301 0.73163 -0.82157
Rh -0.28278 0.30081 -1.27973
Cl 2.42717 1.18965 1.48673
Cl 1.22474 -1.54172 -1.57549
C -1.04138 1.92569 -1.01416
C 4.49364 0.14426 -0.50000
C 3.64179 0.61396 -2.84815
O -1.59661 2.93199 -0.80543
O 5.57340 -0.23357 -0.41654
O 4.48631 0.75574 -3.61770
N -2.51868 -0.49448 2.17053
C -3.13093 -1.38470 1.29552
C -2.41904 -1.31168 0.12310
N -1.38250 -0.40758 0.32560
C -1.44772 0.07292 1.56652
H -2.81804 -0.29517 3.11174
H -4.01512 -1.94214 1.55550
H -2.49961 -1.81701 -0.83078
H -0.77763 0.76141 2.07431
```


(6)
C5H12O in the gas phase, computed with ωB97M-V with the def2-TZVPD basis set.

The energy relative to the best compared isomer or geometry (same formula, charge and spin) comes out at 13.39 kcal per mole. The max |F| is 0.0061 Eh/bohr. The HOMO energy is -9.592 eV. Its SMILES is CC[C@@H](C)OC. The value obtained for the HOMO-LUMO gap is 0.3958 Ha. The molecular weight comes out at 88.15 g/mol. As for the LUMO energy: 1.177 eV. Its total energy is -272.9273 hartree.

```
18
C5H12O ωB97M-V with the def2-TZVPD basis set
C -0.80311 -1.85341 0.28683
C -1.24623 -0.40863 0.08366
C -0.10587 0.53213 -0.30007
C -0.57858 1.97168 -0.45830
O 0.89458 0.51418 0.71338
C 2.07902 -0.15213 0.35768
H -0.33044 -2.25739 -0.61644
H -0.08179 -1.92636 1.10602
H -1.65338 -2.49733 0.53038
H -1.69528 -0.02866 1.00993
H -2.01788 -0.35839 -0.69606
H 0.33557 0.18688 -1.24909
H -1.42144 2.04329 -1.15535
H 0.23331 2.60839 -0.82465
H -0.90442 2.35468 0.51474
H 2.75815 -0.07943 1.21198
H 1.90392 -1.21665 0.14063
H 2.56665 0.30997 -0.51600
```


(7)
3 unconnected molecules or ions with the total composition C3H11NO3 in a non-equilibrium geometry, computed with ωB97M-V with the def2-TZVPD basis set.

The energy relative to the best compared isomer or geometry (same formula, charge and spin) comes out at 38.65 kcal per mole. The max |F| is 0.0355 Eh/bohr. The HOMO energy is -9.607 eV. Its SMILES is NCCC=O.O.O. The value obtained for the HOMO-LUMO gap is 0.3750 Ha. The molecular weight comes out at 109.12 g/mol. As for the LUMO energy: 0.597 eV. Its total energy is -401.3515 hartree.

```
18
C3H11NO3 ωB97M-V with the def2-TZVPD basis set
N -1.23152 1.12489 2.58979
C -0.03868 0.37622 2.20180
C 0.14573 0.22293 0.66054
C -0.03790 1.42996 -0.19479
O -0.36203 1.33728 -1.36462
H -2.07782 0.56961 2.49075
H -1.38087 1.97375 2.06881
H 0.81772 0.84583 2.68487
H -0.15141 -0.64671 2.55681
H -0.62615 -0.51832 0.41228
H 1.04084 -0.37325 0.45043
H 0.10811 2.42158 0.27401
O -0.15522 -0.69862 -3.50362
H -0.33654 -0.13600 -2.73711
H 0.80001 -0.60555 -3.55203
O 1.45435 -2.78363 0.05030
H 1.94767 -3.10761 -0.70607
H 0.55826 -3.05906 -0.16662
```


(8)
C15H24N2O4S in the gas phase in a non-equilibrium geometry, computed with ωB97M-V with the def2-TZVPD basis set.

The energy relative to the best compared isomer or geometry (same formula, charge and spin) comes out at 37.96 kcal per mole. The max |F| is 0.0207 Eh/bohr. The HOMO energy is -8.080 eV. Its SMILES is CC[C@H](C)NC(=O)CN(c1cc(C)ccc1OC)S(C)(=O)=O. The value obtained for the HOMO-LUMO gap is 0.3221 Ha. The molecular weight comes out at 328.43 g/mol. As for the LUMO energy: 0.685 eV. Its total energy is -1394.6308 hartree.

```
46
C15H24N2O4S ωB97M-V with the def2-TZVPD basis set
C -3.39429 -1.23556 -2.44284
C -2.46019 -1.45737 -3.62647
C -1.12922 -0.71538 -3.46154
C -0.28577 -0.78630 -4.73287
N -0.37386 -1.26712 -2.35276
C -0.21412 -0.63858 -1.17743
O -0.60153 0.49226 -0.95944
C 0.53448 -1.46364 -0.12738
N 0.28820 -0.96242 1.20100
C 1.06105 0.03723 1.80573
C 0.88476 0.21671 3.17561
C 1.55807 1.19237 3.89321
C 1.33007 1.35988 5.36510
C 2.45127 2.00595 3.21348
C 2.66522 1.83025 1.85893
C 1.98792 0.85731 1.13363
O 2.20192 0.65216 -0.20595
C 2.90620 1.62670 -0.93329
S -1.34793 -1.04793 1.62099
C -1.97523 0.64554 1.66347
O -1.99365 -1.77930 0.56782
O -1.46861 -1.60045 2.93908
H -2.93329 -1.55499 -1.51084
H -3.64261 -0.18044 -2.35359
H -4.31592 -1.79583 -2.58110
H -2.93964 -1.10755 -4.54316
H -2.25815 -2.52533 -3.74318
H -1.32293 0.32916 -3.19869
H -0.09473 -1.82284 -5.00421
H -0.80538 -0.30460 -5.55637
H 0.66682 -0.28438 -4.58273
H -0.11273 -2.23772 -2.42784
H 1.60476 -1.45019 -0.33080
H 0.17139 -2.49406 -0.15004
H 0.19229 -0.43773 3.67926
H 1.00000 2.37398 5.58710
H 2.25433 1.18450 5.91414
H 0.57783 0.66050 5.71868
H 2.99178 2.77809 3.74044
H 3.37397 2.47242 1.36101
H 2.47174 2.62133 -0.79860
H 3.96784 1.64851 -0.66271
H 2.81035 1.33339 -1.97810
H -3.04310 0.57242 1.82247
H -1.74638 1.09021 0.70337
H -1.49301 1.16885 2.47740
```